No. 1
ORCA calculation (ωB97M-V with the def2-TZVPD basis set) on a molecular structure, C39H40GeNO6PbS.

Geometry (Å):
Pb1 -1.317 2.669 0.416
C1 -3.369 5.453 -2.107
C2 -3.641 4.735 -0.813
C3 -3.432 5.372 0.408
C4 -3.676 4.727 1.618
C5 -3.429 5.428 2.925
C6 -4.139 3.412 1.591
C7 -4.370 2.747 0.385
C8 -4.867 1.327 0.386
C9 -4.108 3.420 -0.808
H1 -2.301 5.639 -2.235
H2 -3.869 6.421 -2.125
H3 -3.716 4.875 -2.961
H4 -3.081 6.399 0.416
H5 -2.378 5.353 3.213
H6 -4.024 4.992 3.725
H7 -3.672 6.488 2.853
H8 -4.337 2.897 2.524
H9 -5.101 1.000 -0.627
H10 -5.771 1.235 0.989
H11 -4.115 0.659 0.813
H12 -4.281 2.914 -1.750
C10 3.717 0.085 -4.905
O1 4.533 0.521 -3.821
C11 3.930 1.040 -2.743
C12 4.778 1.442 -1.701
C13 4.229 1.966 -0.565
C14 2.837 2.110 -0.389
C15 2.322 2.679 0.852
C16 3.292 3.061 1.942
O2 1.122 2.876 1.069
C17 2.003 1.690 -1.450
O3 0.666 1.787 -1.307
C18 2.556 1.175 -2.621
H13 4.402 -0.298 -5.655
H14 3.150 0.919 -5.323
H15 3.036 -0.706 -4.585
H16 5.847 1.341 -1.825
H17 4.894 2.286 0.224
H18 4.010 3.800 1.587
H19 3.854 2.190 2.281
H20 2.729 3.474 2.774
H21 1.904 0.845 -3.411
O4 -1.767 -1.158 2.354
C19 -1.162 -0.102 2.229
O5 -1.719 0.995 1.810
C20 0.340 -0.071 2.457
C21 1.063 -0.551 1.193
Ge1 0.783 -2.409 0.632
C22 -1.127 -2.730 0.038
C23 -2.096 -2.080 -0.511
C24 -3.363 -1.986 -0.908
C25 -3.929 -3.230 -0.559
C26 -3.145 -4.203 0.057
C27 -1.811 -3.970 0.348
C28 1.871 -2.813 -0.917
C29 3.080 -2.140 -1.088
C30 3.910 -2.446 -2.158
C31 3.533 -3.420 -3.071
C32 2.325 -4.086 -2.917
C33 1.500 -3.784 -1.844
C34 0.978 -3.718 2.047
C35 1.944 -4.716 1.922
C36 2.117 -5.653 2.933
C37 1.323 -5.600 4.069
C38 0.355 -4.612 4.198
C39 0.180 -3.673 3.192
H22 0.578 -0.722 3.298
H23 0.656 0.944 2.699
H24 2.145 -0.515 1.359
H25 0.869 0.102 0.339
H26 -1.405 0.059 -0.643
H27 -3.868 -1.157 -1.374
H28 -4.974 -3.394 -0.783
H29 -3.582 -5.153 0.326
H30 -1.201 -4.704 0.864
H31 3.389 -1.367 -0.393
H32 4.848 -1.920 -2.281
H33 4.184 -3.663 -3.901
H34 2.026 -4.843 -3.631
H35 0.557 -4.310 -1.738
H36 2.564 -4.766 1.034
H37 2.870 -6.424 2.831
H38 1.457 -6.331 4.855
H39 -0.266 -4.575 5.083
H40 -0.588 -2.913 3.287
O6 -0.025 -0.436 -2.491
S1 -0.572 0.908 -2.332
N1 -1.664 0.892 -1.177

Properties
Gap between HOMO and LUMO, Eh: 0.248
M, u: 930.63
Energy relative to the best compared isomer or geometry (same formula, charge and spin), kJ/mol: 154.5
Net charge: +1
Electronic energy, hartree: -4684.0249
Multiplicity: 1

Atom charges from the Mulliken analysis, given in e for atoms 1 to 6:
1. Pb 1.481
2. C -1.552
3. C 0.883
4. C -0.574
5. C 1.057
6. C -1.469

---

No. 2
ORCA calculation (ωB97M-V with the def2-TZVPD basis set) on 2 unconnected molecules or ions with the total composition C4H4N2O2 at a distorted geometry.

Geometry (Å):
C1 -1.218 1.722 -0.329
C2 -2.429 -0.538 0.018
C3 0.274 -0.289 -0.760
C4 -0.499 0.556 0.211
N1 -1.761 2.614 -0.853
N2 -3.462 -1.043 -0.036
O1 0.149 -1.645 -0.351
O2 -0.209 0.616 1.491
H1 1.451 0.003 -0.562
H2 -0.053 -0.119 -1.783
H3 -0.761 -1.764 -0.129
H4 -0.739 1.220 2.016

Properties
Gap between HOMO and LUMO (alpha / beta), Eh: 0.355 / 0.355
M, u: 112.09
Energy relative to the best compared isomer or geometry (same formula, charge and spin), kJ/mol: 460.5
Electronic energy, hartree: -414.6708
Multiplicity: 1

Atom charges from the natural (NBO) analysis, given in e for atoms 1 to 6:
1. C 0.156
2. C -0.020
3. C -0.134
4. C 0.438
5. N -0.201
6. N -0.419

---

No. 3
ORCA calculation (ωB97M-V with the def2-TZVPD basis set) on a molecular structure, C4H6N2 at a distorted geometry.

Geometry (Å):
N1 2.107 -0.258 0.201
C1 0.742 0.110 0.061
C2 0.093 1.319 -0.241
C3 -1.453 0.752 -0.296
C4 -1.410 -0.583 -0.057
N2 -0.114 -0.949 0.137
H1 2.500 -0.631 -0.658
H2 2.707 0.495 0.507
H3 -0.763 1.629 0.485
H4 -2.399 1.273 -0.504
H5 -2.182 -1.326 -0.161
H6 0.172 -1.832 0.524

Properties
Gap between HOMO and LUMO, Eh: 0.336
M, u: 82.11
Energy relative to the best compared isomer or geometry (same formula, charge and spin), kJ/mol: 372.4
Electronic energy, hartree: -265.3937
Multiplicity: 1

Atom charges from the natural (NBO) analysis, given in e for atoms 1 to 6:
1. N -0.844
2. C 0.299
3. C -0.506
4. C -0.335
5. C -0.077
6. N -0.502